1.
Molecular formula: C10H16O
Method: DFT, ωB97M-V/def2-TZVPD

Each line ends with the Mulliken charge.
CARTESIAN COORDINATES (ANGSTROEM)
C1 -1.7296 -0.9426 -1.5695  -0.477
C2 -2.2884 -2.2042 -2.2017  -1.020
H1 -2.2997 -0.4365 -0.7746  0.274
H2 -0.8212 -1.0663 -0.9767  0.036
H3 -1.6376 -0.1842 -2.3481  0.294
H4 -1.9344 -3.1269 -1.7435  0.316
H5 -3.3605 -2.1383 -2.3528  0.292
H6 -1.8914 -2.3096 -3.2211  0.290
C3 -0.7323 1.8018 0.7442  -0.573
C4 -0.2590 3.1816 1.1949  -1.351
C5 0.3822 0.7579 0.7494  0.685
C6 1.5137 0.9501 -0.0014  -0.562
C7 0.1360 -0.4037 1.5065  -0.599
C8 2.4070 -0.1206 -0.0971  -0.651
C9 1.0690 -1.4046 1.4545  -0.507
C10 2.2260 -1.2558 0.6807  0.741
O1 3.1460 -2.2520 0.8312  -0.520
H7 -1.6169 1.5084 1.3040  0.419
H8 -1.0591 1.9697 -0.2902  0.224
H9 0.4700 3.6506 0.5223  0.316
H10 1.6765 1.8925 -0.4972  0.359
H11 -0.7005 -0.4146 2.1882  0.327
H12 3.3346 -0.1113 -0.6639  0.255
H13 0.9311 -2.3143 2.0287  0.389
H14 3.8811 -2.1532 0.2331  0.297
H15 0.2292 3.2131 2.1693  0.353
H16 -1.0717 3.9129 1.1306  0.393

The calculation puts the gap between HOMO and LUMO at 9.15 eV. As for the highest occupied orbital energy: -8.3252 eV. Its total charge is 0.


2.
Molecular formula: C10H16O
Method: DFT, ωB97M-V/def2-TZVPD

Each line ends with the Mulliken charge.
CARTESIAN COORDINATES (ANGSTROEM)
C1 -1.2042 0.3819 -2.6901  -0.261
C2 -2.6830 0.4750 -2.1606  -1.029
C3 -0.4999 -0.9521 -2.7171  -0.918
H1 -1.2093 0.5688 -3.7523  0.244
H2 -0.6324 1.1540 -2.1597  0.324
H3 -2.7791 1.5850 -2.1045  0.265
H4 -2.7855 -0.0033 -1.1674  0.288
H5 -1.0658 -1.8837 -2.6557  0.359
H6 -0.2059 -1.2231 -3.7365  0.330
H7 -3.3073 0.0248 -2.9054  0.364
H8 0.2480 -1.0035 -1.9249  0.044
C4 -0.1069 2.1554 1.9895  -1.589
C5 0.9153 -1.3820 2.7180  -0.603
C6 1.7933 -1.5412 1.6869  0.780
C7 0.4349 -0.0513 2.9200  -0.531
C8 0.7961 0.9057 2.0263  0.784
C9 2.2072 -0.5099 0.8276  -0.443
C10 1.6249 0.7480 0.8691  -0.837
O1 2.1804 -2.7976 1.3601  -0.547
H9 0.5410 -2.1757 3.3275  0.449
H10 -0.2924 0.0971 3.6765  0.410
H11 2.6714 -0.7126 -0.1133  0.266
H12 2.7481 -2.8781 0.5871  0.300
H13 0.2433 2.9765 1.3718  0.376
H14 -0.3732 2.5770 2.9472  0.409
H15 1.7652 1.5787 0.1976  0.425
H16 -1.0240 1.8862 1.5824  0.344

The calculation puts the gap between HOMO and LUMO at 9.14 eV. As for the highest occupied orbital energy: -8.2984 eV. Its total charge is 0.


3.
Molecular formula: C10H16O
Method: DFT, ωB97M-V/def2-TZVPD

Each line ends with the Mulliken charge.
CARTESIAN COORDINATES (ANGSTROEM)
C1 2.0503 1.7942 -1.1270  -1.235
C2 0.6582 -0.1575 1.8837  -0.491
C3 0.8777 0.8072 0.9182  -0.305
C4 1.3665 -1.3395 1.7298  1.098
C5 1.7558 0.6545 -0.1730  0.455
C6 2.3384 -1.5462 0.7200  -0.787
C7 2.3861 -0.5642 -0.2463  -0.436
O1 1.0065 -2.4490 2.5119  -0.537
H1 -0.1047 -0.2095 2.6587  0.389
H2 0.3859 1.7421 1.1399  0.264
H3 1.7687 -3.0457 2.2253  0.292
H4 2.9791 -2.4224 0.5806  0.264
H5 2.4132 2.7040 -0.6760  0.306
H6 1.0579 2.0774 -1.5474  0.239
H7 3.0718 -0.6921 -1.1455  0.197
H8 2.5998 1.5230 -2.0519  0.344
C8 -1.9200 -0.1650 -0.3419  0.610
C9 -1.8450 0.2639 -1.8002  -1.164
C10 -3.3190 0.2100 0.2840  -1.328
H9 -1.8508 -1.2329 -0.2844  0.292
H10 -1.1066 0.2682 0.2261  -0.425
H11 -1.5908 1.2887 -2.0491  0.275
H12 -3.3486 1.2751 0.1564  0.336
H13 -4.1124 -0.2584 -0.3044  0.339
H14 -2.8657 0.0371 -2.1821  0.378
H15 -1.0860 -0.3704 -2.3683  0.257
H16 -3.5664 -0.1924 1.2629  0.371

The calculation puts the gap between HOMO and LUMO at 9.31 eV. As for the highest occupied orbital energy: -8.4197 eV. Its total charge is 0.


Stability, descending: 1, 3, 2


1.
Molecular formula: C10H16O
Method: DFT, ωB97M-V/def2-TZVPD

Each line ends with the Mulliken charge.
CARTESIAN COORDINATES (ANGSTROEM)
C1 3.4816 -0.0006 2.1300  -0.872
C2 2.1170 0.2244 2.7301  -0.724
H1 4.0473 0.9128 1.9381  0.254
H2 4.1270 -0.5387 2.8174  0.325
H3 3.4491 -0.5670 1.2034  0.275
H4 1.4679 -0.6398 2.5673  0.242
H5 1.5016 1.0819 2.4396  0.161
H6 2.1419 0.4104 3.8014  0.360
C3 -1.9358 -1.5408 -2.1177  -0.844
C4 -2.8050 -2.2652 -1.1141  -1.127
C5 -1.2130 -0.3342 -1.5684  0.330
C6 -1.8498 0.8675 -1.3482  -0.439
C7 0.1042 -0.4444 -1.1340  -0.473
C8 -1.2717 1.9138 -0.6238  -0.703
C9 0.7694 0.6577 -0.6097  -0.354
C10 0.0692 1.8149 -0.3087  0.608
O1 0.8159 2.8366 0.2258  -0.522
H7 -1.2318 -2.2166 -2.5956  0.384
H8 -2.5546 -1.1768 -2.9222  0.359
H9 -3.2883 -1.6195 -0.3976  0.358
H10 -2.8827 1.0244 -1.6396  0.357
H11 0.6562 -1.3745 -1.1877  0.337
H12 -1.9592 2.6581 -0.2428  0.346
H13 1.7654 0.4166 -0.2612  0.397
H14 0.3244 3.6576 0.1942  0.295
H15 -2.2756 -2.8871 -0.3802  0.338
H16 -3.5706 -2.8718 -1.5956  0.334

The calculation puts the gap between HOMO and LUMO at 9.33 eV. As for the highest occupied orbital energy: -8.4569 eV. Its total charge is 0.


2.
Molecular formula: C10H16O
Method: DFT, ωB97M-V/def2-TZVPD

Each line ends with the Mulliken charge.
CARTESIAN COORDINATES (ANGSTROEM)
C1 1.7348 3.3539 -2.5888  -0.716
C2 2.2859 1.9857 -2.9400  -0.817
H1 2.4559 3.8469 -1.8027  0.217
H2 0.7632 3.0765 -2.1276  0.147
H3 1.5134 3.9381 -3.3971  0.354
H4 2.2019 1.2690 -2.0379  0.185
H5 3.2356 2.0302 -3.3487  0.397
H6 1.7391 1.6034 -3.8702  0.233
C3 0.2366 -2.8381 -0.3498  -0.483
C4 0.2118 -2.8100 -1.8128  -1.507
C5 -0.2847 -1.5252 0.4931  0.250
C6 -0.8815 -0.4585 -0.2614  -0.329
C7 -0.2533 -1.4772 1.8566  -0.220
C8 -1.2563 0.6894 0.4596  -0.925
C9 -0.5535 -0.3115 2.6037  -0.468
C10 -0.9684 0.7172 1.8183  0.843
O1 -1.4061 1.8467 2.5593  -0.587
H7 0.1136 -3.6913 0.1230  0.636
H8 1.3140 -2.6716 0.0919  0.266
H9 -0.7304 -2.8624 -2.0979  0.525
H10 -0.9705 -0.6978 -1.4006  0.177
H11 0.4343 -2.2134 2.5204  0.114
H12 -1.7032 1.4640 -0.0319  0.458
H13 -0.0960 -0.2122 3.6039  0.326
H14 -2.2482 2.2383 2.1820  0.316
H15 0.7274 -3.7511 -2.1210  0.357
H16 0.8700 -2.0935 -2.4314  0.251

The calculation puts the gap between HOMO and LUMO at 9.33 eV. As for the highest occupied orbital energy: -8.4656 eV. Its total charge is 0.


3.
Molecular formula: C10H16O
Method: DFT, ωB97M-V/def2-TZVPD

Each line ends with the Mulliken charge.
CARTESIAN COORDINATES (ANGSTROEM)
C1 0.0685 1.9669 2.8714  -1.402
C2 1.1190 0.4589 1.2120  -0.836
C3 0.7574 1.7643 1.5447  0.946
C4 1.3590 0.1191 -0.1195  -0.378
C5 1.4502 1.1642 -1.0210  0.301
C6 0.6906 2.7679 0.5829  -0.691
C7 1.0594 2.4552 -0.7235  -0.357
O1 1.7826 0.9185 -2.3640  -0.559
H1 1.0103 -0.3585 1.9134  0.303
H2 1.5743 -0.9015 -0.3773  0.523
H3 -0.8109 2.6029 2.7556  0.352
H4 0.5946 2.4970 3.6694  0.316
H5 0.1734 3.6647 0.8981  0.361
H6 2.6948 0.5947 -2.3396  0.335
H7 1.1668 3.2059 -1.4914  0.406
H8 -0.2297 1.0201 3.3080  0.346
C8 -1.6772 -2.5698 -0.6419  -0.221
C9 -2.1703 -1.1795 -1.1047  -0.940
C10 -0.2470 -2.9000 -1.0841  -1.067
H9 -1.5984 -2.4830 0.4152  0.209
H10 -2.4125 -3.3404 -0.8563  0.389
H11 -2.3178 -0.5162 -0.2401  0.238
H12 -0.1097 -3.9774 -1.1510  0.400
H13 0.0446 -2.5234 -2.0650  0.322
H14 0.4534 -2.6444 -0.3181  0.177
H15 -1.3723 -0.5637 -1.5430  0.211
H16 -3.0531 -1.2424 -1.7302  0.316

The calculation puts the gap between HOMO and LUMO at 9.67 eV. As for the highest occupied orbital energy: -8.7653 eV. Its total charge is 0.


4.
Molecular formula: C10H16O
Method: DFT, ωB97M-V/def2-TZVPD

Each line ends with the Mulliken charge.
CARTESIAN COORDINATES (ANGSTROEM)
C1 1.6750 -2.2933 -0.3355  -1.668
C2 -0.9564 -0.8290 2.0346  -0.871
C3 -0.3028 -1.5700 1.0617  0.039
C4 -0.2377 0.3055 2.4270  0.971
C5 0.9578 -1.3250 0.5508  0.437
C6 1.0400 0.6198 2.0338  -0.811
C7 1.6505 -0.2352 1.1184  -0.424
O1 -0.9541 1.0906 3.3093  -0.546
H1 -1.8115 -1.0468 2.6547  0.437
H2 -0.7884 -2.4343 0.5933  0.304
H3 -0.4914 1.8277 3.6731  0.282
H4 1.7389 1.3227 2.4734  0.375
H5 1.0379 -2.5411 -1.1902  0.347
H6 1.8934 -3.2301 0.1819  0.349
H7 2.7240 -0.2086 0.9686  0.340
H8 2.5596 -1.8124 -0.7445  0.397
C8 -0.6331 0.6984 -1.4515  0.725
C9 -1.8838 1.5136 -1.2202  -1.386
C10 -0.0472 1.0358 -2.8358  -1.328
H9 0.0774 0.8464 -0.6454  -0.115
H10 -0.9028 -0.3640 -1.5283  0.107
H11 -2.7111 1.2193 -1.8659  0.357
H12 0.5605 1.9358 -2.9197  0.330
H13 0.5813 0.2254 -3.1921  0.359
H14 -1.7039 2.5679 -1.4816  0.330
H15 -2.1762 1.4815 -0.1642  0.339
H16 -0.8958 1.1995 -3.5058  0.324

The calculation puts the gap between HOMO and LUMO at 9.23 eV. As for the highest occupied orbital energy: -8.3713 eV. Its total charge is 0.


Stability, descending: 1, 4, 3, 2


1.
Molecular formula: CH3NOS2
Method: DFT, ωB97M-V/def2-TZVPD

Each line ends with the Mulliken charge.
CARTESIAN COORDINATES (ANGSTROEM)
C1 -1.2072 0.6447 -1.0586  0.026
N1 0.0022 0.5423 -0.5463  -0.310
O1 0.4534 -1.0966 1.6702  -0.425
S1 -1.5004 0.9544 -2.6230  -0.329
S2 0.3293 0.4892 1.3306  0.178
H1 -2.0049 0.2663 -0.2248  0.220
H2 0.6787 1.0789 -1.0716  0.292
H3 1.2523 -1.4724 2.0736  0.349

The calculation puts the gap between HOMO and LUMO at 8.62 eV. As for the highest occupied orbital energy: -8.6354 eV. Its total charge is 0.


2.
Molecular formula: CH3NOS2
Method: DFT, ωB97M-V/def2-TZVPD

Each line ends with the Mulliken charge.
CARTESIAN COORDINATES (ANGSTROEM)
C1 1.3708 0.3390 0.2307  -0.032
N1 1.2880 -0.1383 -0.9192  -0.454
O1 -1.3718 -1.4146 0.4507  -0.345
S1 -2.4008 1.1474 0.4785  -0.103
S2 -1.9564 -0.4644 -0.4895  0.402
H1 0.4094 0.5350 0.8804  0.030
H2 2.3498 0.3355 0.5805  0.293
H3 0.3109 -0.3395 -1.2122  0.208

The calculation puts the gap between HOMO and LUMO at 7.88 eV. As for the highest occupied orbital energy: -10.2362 eV. Its total charge is 0.


Stability, descending: 1, 2